{
  "formula": "C3H4O2S",
  "method": "ωB97M-V with the def2-TZVPD basis set",
  "species": ["O", "C", "O", "C", "C", "S", "H", "H", "H", "H"],
  "coordinates": [[1.1498, 0.4797, 1.8513], [0.7848, 0.2812, 0.7212], [1.6260, -0.1465, -0.2257], [-0.6294, 0.5270, 0.2203], [-1.3232, -0.7718, 0.2762], [-2.4306, -1.3563, 1.3144], [2.5633, -0.4838, 0.1549], [-0.6612, 0.8773, -0.8506], [-1.1468, 1.2498, 0.8847], [-1.0124, -1.5518, -0.5524]],
  "atomic_forces_ev_per_a": [[-0.532, -0.178, -0.217], [1.149, 0.752, 0.906], [2.574, -1.559, 0.015], [-0.489, 0.890, -0.381], [-0.623, -3.323, -1.304], [0.677, 0.865, -0.420], [-3.328, 1.429, -0.761], [0.318, -0.240, 1.072], [0.566, -0.382, -0.371], [-0.312, 1.746, 1.460]],
  "homo_energy_ev": -8.971,
  "energy_ev": -18105.188,
  "lumo_energy_ha": -0.0193,
  "fmax_ev_per_a": 3.7,
  "orbital_gap_ev": 8.4,
  "relative_energy_kj_mol": 84.65
}


{
  "formula": "C4H10O",
  "method": "ωB97M-V with the def2-TZVPD basis set",
  "species": ["C", "C", "O", "C", "C", "H", "H", "H", "H", "H", "H", "H", "H", "H", "H"],
  "coordinates": [[1.9667, 0.5354, 0.4258], [1.1454, -0.3904, -0.4593], [0.4655, -1.3141, 0.0587], [-1.5808, -0.8735, 0.4753], [-1.9416, 0.2926, -0.1547], [2.3253, 1.4121, -0.1229], [2.8330, -0.0080, 0.8221], [1.3626, 0.8614, 1.2781], [0.2068, 0.6257, -0.9765], [1.5328, -0.5379, -1.4849], [-1.3232, -0.8829, 1.5276], [-1.7672, -1.8383, 0.0214], [-2.0718, 1.2021, 0.4295], [-2.4982, 0.2515, -1.0890], [-0.6551, 0.6643, -0.7511]],
  "atomic_forces_ev_per_a": [[-0.008, 0.061, 0.065], [-0.004, -0.097, 0.098], [0.188, 0.139, -0.098], [-0.171, 0.120, -0.028], [-0.186, -0.212, 0.190], [-0.052, -0.130, 0.063], [-0.149, 0.031, -0.105], [0.069, -0.029, -0.111], [-0.027, 0.089, -0.063], [-0.090, 0.010, 0.118], [-0.018, 0.015, -0.171], [0.041, 0.152, 0.045], [0.094, -0.126, -0.098], [0.128, -0.008, 0.109], [0.185, -0.015, -0.015]],
  "homo_energy_ev": -9.274,
  "energy_ev": -6353.768,
  "lumo_energy_ha": 0.0429,
  "fmax_ev_per_a": 0.3,
  "orbital_gap_ev": 10.4,
  "relative_energy_kj_mol": 389.30
}


{
  "formula": "C8H14ClN4",
  "method": "ωB97M-V with the def2-TZVPD basis set",
  "species": ["C", "C", "C", "C", "C", "C", "C", "C", "N", "N", "N", "N", "Cl", "H", "H", "H", "H", "H", "H", "H", "H", "H", "H", "H", "H", "H", "H"],
  "coordinates": [[-0.4510, -2.5007, -1.1268], [-2.6081, -0.4497, -2.7114], [-1.7500, -2.6643, -1.7977], [2.4181, 1.0297, 0.3735], [0.5594, 0.1233, 1.4543], [1.6374, 2.4564, 0.3230], [-0.3011, 1.4534, 1.3552], [1.1591, -0.7086, -0.7196], [0.0942, -1.4170, -1.0256], [-2.2160, -1.4210, -2.2741], [1.3746, -0.0218, 0.3655], [0.7286, 2.5147, 1.3987], [-3.7459, -0.6865, 0.4502], [-0.0543, -3.4692, -0.5885], [-1.4853, -3.4127, -2.6452], [-2.6305, -3.1033, -1.3014], [3.0483, 0.8926, -0.4500], [2.9452, 0.9320, 1.4008], [1.1919, 0.3680, 2.3806], [-0.0230, -0.7667, 1.7874], [2.4198, 3.1827, 0.3832], [1.0613, 2.4661, -0.6318], [-0.9576, 1.5075, 0.4576], [-0.8739, 1.7632, 2.2905], [1.7062, -0.5505, -1.5554], [1.3157, 2.3631, 2.2591], [-4.5631, 0.1193, 0.1481]],
  "atomic_forces_ev_per_a": [[-0.550, -4.115, 2.567], [-1.244, 3.300, -1.389], [-0.720, -0.790, -2.114], [-1.079, 1.135, 2.053], [-3.176, 0.251, 4.999], [0.673, -2.752, -1.137], [0.807, 0.784, 1.304], [-2.329, -0.436, 1.880], [0.971, 2.266, 0.589], [1.442, -3.317, 0.570], [2.124, 0.059, -2.236], [-0.008, 0.517, 0.982], [2.653, -2.651, 1.265], [-0.407, 1.701, -1.236], [-0.694, 1.262, 0.869], [0.938, -0.287, 0.628], [1.179, -0.182, -1.071], [-0.534, 0.167, -1.931], [-0.622, -0.786, -1.363], [0.307, 0.395, -0.876], [0.162, 0.815, -0.153], [0.656, 0.360, 0.451], [0.593, 0.050, 0.566], [0.209, -1.515, -1.212], [2.553, 0.578, -2.170], [-1.230, 0.543, -0.781], [-2.676, 2.649, -1.057]],
  "homo_energy_ev": -12.275,
  "total_charge": 1,
  "energy_ev": -26995.576,
  "lumo_energy_ha": -0.1377,
  "fmax_ev_per_a": 5.9,
  "orbital_gap_ev": 8.5,
  "relative_energy_kj_mol": 136.51
}


{
  "formula": "C36H53N6O2PPdS",
  "method": "ωB97M-V with the def2-TZVPD basis set",
  "species": ["Pd", "C", "C", "N", "C", "C", "C", "C", "C", "C", "C", "C", "C", "N", "C", "H", "H", "H", "H", "H", "H", "H", "H", "C", "C", "C", "C", "P", "N", "C", "C", "C", "C", "C", "C", "C", "C", "H", "H", "H", "H", "H", "H", "H", "H", "H", "H", "H", "H", "H", "H", "H", "H", "H", "H", "H", "H", "H", "H", "H", "H", "H", "H", "H", "C", "N", "C", "C", "N", "N", "C", "C", "H", "H", "H", "H", "H", "H", "H", "H", "H", "H", "H", "H", "H", "O", "C", "O", "C", "C", "C", "C", "S", "C", "C", "H", "H", "H", "H", "H"],
  "coordinates": [[-0.4951, 0.9421, 0.4910], [-3.2603, -1.3502, 3.6299], [-2.3344, -0.9306, 2.6675], [-2.2496, 0.3077, 2.2374], [-3.0759, 1.2268, 2.7558], [-4.0138, 0.9204, 3.7714], [-4.1018, -0.4206, 4.1908], [-4.7916, 1.9605, 4.3476], [-4.6415, 3.2485, 3.9454], [-3.7521, 3.5883, 2.8905], [-3.5976, 4.9021, 2.4169], [-2.7655, 5.1328, 1.3494], [-2.1045, 4.0513, 0.7580], [-2.2002, 2.8136, 1.2001], [-2.9909, 2.5751, 2.2582], [-3.2984, -2.3873, 3.9299], [-1.6238, -1.6248, 2.2379], [-4.8192, -0.6967, 4.9518], [-5.4884, 1.7128, 5.1354], [-5.2069, 4.0436, 4.4098], [-4.1345, 5.7128, 2.8898], [-2.6305, 6.1315, 0.9648], [-1.4734, 4.2089, -0.1083], [3.5659, -2.0742, -1.6228], [2.1535, -1.6939, -1.1951], [1.7665, -0.3179, -1.7373], [1.1790, -2.6821, -1.8373], [1.7956, -1.6137, 0.7252], [0.5277, -0.8220, 1.1258], [1.5348, -3.4290, 1.3504], [1.5450, -3.3375, 2.8763], [0.1226, -3.8593, 0.9436], [2.5552, -4.4621, 0.8884], [3.3442, -0.8444, 1.6149], [2.8747, -0.3766, 2.9950], [4.5861, -1.7212, 1.7365], [3.6759, 0.4256, 0.8375], [3.6079, -2.0948, -2.7125], [3.8434, -3.0586, -1.2570], [4.3081, -1.3613, -1.2811], [1.5673, -0.3776, -2.8066], [2.5434, 0.4232, -1.5885], [0.8445, 0.0305, -1.2289], [1.2339, -2.5935, -2.9240], [0.1631, -2.4412, -1.5330], [1.4069, -3.7127, -1.5868], [0.9338, -2.4954, 3.1985], [2.5531, -3.2182, 3.2626], [1.1337, -4.2492, 3.3125], [-0.5404, -2.9960, 0.9787], [-0.2550, -4.6087, 1.6388], [0.0848, -4.2934, -0.0502], [3.5695, -4.1706, 1.1399], [2.5051, -4.6327, -0.1829], [2.3420, -5.4107, 1.3817], [2.8871, -1.1685, 3.7369], [1.8634, 0.0265, 2.9174], [3.5261, 0.4205, 3.3527], [4.4056, -2.6095, 2.3380], [5.3701, -1.1460, 2.2317], [4.9617, -2.0260, 0.7639], [2.7738, 1.0284, 0.7536], [4.0678, 0.2230, -0.1524], [4.4268, 1.0032, 1.3767], [-2.6859, 1.9212, -1.8401], [-3.1899, 0.6535, -2.3131], [-4.5040, 0.7542, -2.9033], [-2.7232, -0.5111, -1.7746], [-1.8946, -0.4874, -0.7977], [-3.2228, -1.6810, -2.3533], [-3.1304, -1.8454, -3.7925], [-2.9930, -2.9257, -1.6523], [-2.5220, 2.5837, -2.6936], [-1.7460, 1.7626, -1.2893], [-3.3967, 2.3979, -1.1574], [-5.1575, 1.3458, -2.2507], [-4.9403, -0.2315, -3.0289], [-4.4440, 1.2624, -3.8701], [-1.5408, -1.3956, -0.5166], [-3.0473, -0.8842, -4.2881], [-4.0173, -2.3651, -4.1625], [-2.2475, -2.4394, -4.0564], [-3.1285, -2.7782, -0.5829], [-1.9901, -3.3353, -1.8366], [-3.7273, -3.6533, -2.0003], [5.2030, 3.6630, -4.5502], [3.8879, 3.3380, -4.5494], [3.3348, 3.1238, -5.6007], [3.2136, 3.2539, -3.2391], [1.8607, 2.8907, -3.2333], [1.1712, 2.7542, -2.0559], [1.7994, 2.9858, -0.8244], [0.9376, 2.8541, 0.6737], [3.1446, 3.3801, -0.8253], [3.8352, 3.5013, -2.0082], [5.5362, 3.8178, -3.6579], [1.3819, 2.7192, -4.1852], [0.1294, 2.4521, -2.0584], [3.6331, 3.5707, 0.1202], [4.8760, 3.7961, -1.9471]],
  "atomic_forces_ev_per_a": [[0.383, -0.393, 1.119], [-0.251, 0.130, 0.186], [0.033, 0.032, -0.050], [-0.098, -0.213, 0.057], [-0.361, -0.360, 0.404], [0.482, -0.245, -0.359], [0.218, 0.057, -0.196], [-0.139, 0.731, 0.039], [-0.262, -0.486, 0.380], [0.475, -0.127, -0.511], [0.159, -0.175, -0.146], [-0.221, 0.013, 0.181], [-0.039, -0.042, -0.038], [0.379, 0.042, -0.325], [-0.275, 0.308, 0.174], [0.033, -0.049, 0.005], [0.144, 0.005, -0.058], [-0.032, -0.014, 0.048], [-0.066, -0.026, 0.075], [-0.088, 0.034, 0.056], [-0.056, 0.040, 0.038], [0.053, 0.046, -0.098], [0.099, -0.032, 0.061], [-0.054, 0.045, 0.203], [-0.229, 0.140, 0.453], [-0.271, 0.065, 0.316], [-0.026, 0.026, 0.197], [1.533, -0.394, -0.596], [-1.895, 1.598, -0.710], [-0.175, 0.645, -0.010], [0.036, 0.085, 0.063], [-0.108, 0.042, -0.073], [-0.005, 0.236, -0.091], [-0.320, -0.373, -0.282], [-0.189, 0.000, 0.011], [-0.164, 0.035, -0.011], [-0.148, -0.084, -0.117], [0.012, -0.015, -0.115], [0.096, -0.172, 0.023], [0.114, 0.057, 0.005], [0.019, -0.036, -0.178], [0.057, 0.108, 0.050], [0.498, -0.079, -0.446], [0.053, 0.086, -0.059], [-0.151, -0.102, -0.022], [-0.073, -0.129, 0.022], [-0.010, 0.011, 0.136], [0.067, 0.071, 0.088], [-0.009, -0.118, -0.041], [-0.104, -0.011, -0.015], [0.027, -0.116, 0.099], [-0.003, -0.003, -0.119], [0.157, -0.029, 0.030], [0.037, -0.047, -0.097], [-0.016, -0.108, 0.077], [-0.031, -0.102, 0.078], [0.019, 0.005, 0.080], [0.152, 0.046, -0.002], [0.025, -0.061, 0.047], [0.103, 0.041, 0.038], [0.092, -0.099, -0.096], [0.089, 0.148, -0.053], [0.074, 0.029, -0.130], [0.074, 0.042, 0.124], [0.376, -0.017, 0.118], [-0.040, 0.091, -0.172], [-0.146, 0.000, -0.077], [0.040, -0.228, 0.009], [0.406, -0.112, 0.778], [0.028, 0.115, 0.190], [-0.009, 0.000, -0.134], [-0.033, 0.039, 0.076], [0.042, 0.048, 0.036], [-0.396, 0.199, -0.424], [0.012, -0.053, -0.010], [-0.013, -0.044, -0.041], [-0.058, 0.069, -0.049], [-0.084, -0.057, -0.003], [0.075, 0.059, -0.202], [-0.027, 0.046, -0.032], [0.031, 0.014, -0.067], [0.014, 0.013, -0.011], [-0.036, -0.077, 0.032], [-0.012, 0.021, 0.042], [0.030, -0.036, 0.026], [0.100, 0.043, -0.120], [0.040, -0.054, -0.557], [0.265, 0.109, 0.397], [-0.353, -0.060, 0.634], [0.407, 0.094, -0.260], [-0.037, 0.083, 0.270], [0.148, 0.072, -0.409], [-0.354, -0.941, 0.621], [-0.400, -0.137, 0.171], [0.054, 0.019, -0.580], [-0.162, -0.057, -0.082], [-0.047, -0.050, -0.084], [0.120, 0.035, -0.038], [0.026, -0.017, 0.027], [0.073, 0.014, 0.009]],
  "homo_energy_ev": [-7.193, -7.179],
  "energy_ev": -74831.619,
  "lumo_energy_ha": [-0.0181, -0.0184],
  "fmax_ev_per_a": 2.6,
  "orbital_gap_ev": [6.7, 6.7],
  "relative_energy_kj_mol": 129.85
}


{
  "formula": "C4H12NS",
  "method": "ωB97M-V with the def2-TZVPD basis set",
  "species": ["C", "C", "N", "C", "C", "S", "H", "H", "H", "H", "H", "H", "H", "H", "H", "H", "H", "H"],
  "coordinates": [[0.3840, -0.9692, -1.8876], [0.1883, -0.6976, -0.3667], [-1.1833, -0.9537, 0.1926], [0.5196, 0.7775, -0.2526], [0.0124, 1.5331, 0.9849], [0.3721, 0.4666, 2.5186], [-0.1960, -0.2325, -2.4371], [0.2096, -1.9850, -2.2077], [1.4808, -0.9480, -2.0115], [0.9460, -1.2940, 0.2224], [-1.5363, -1.8274, -0.2115], [-1.9143, -0.2194, 0.1446], [-1.0630, -1.0472, 1.2275], [1.5934, 0.8060, -0.4824], [0.1485, 1.3767, -1.1684], [-1.0418, 1.6617, 0.9481], [0.6378, 2.3736, 1.1763], [0.4421, 1.1788, 3.6107]],
  "atomic_forces_ev_per_a": [[0.322, -0.863, 1.339], [1.283, 0.628, -1.199], [-0.354, -0.709, 0.946], [-0.054, 1.451, -1.078], [1.832, -1.756, 1.301], [0.031, -1.507, -1.661], [0.366, -0.196, -0.424], [-0.750, -0.381, -0.003], [-0.485, 0.800, -0.303], [-1.282, 0.441, -0.365], [-0.247, 0.173, 0.313], [0.674, -0.263, -0.756], [-0.070, -0.257, -0.455], [-0.048, 0.340, 0.928], [-0.017, -1.036, 1.345], [-0.680, 0.794, -0.028], [-0.270, 1.132, -0.287], [-0.252, 1.208, 0.386]],
  "homo_energy_ev": -13.304,
  "total_charge": 1,
  "energy_ev": -16660.679,
  "lumo_energy_ha": -0.1270,
  "fmax_ev_per_a": 2.9,
  "orbital_gap_ev": 9.8,
  "relative_energy_kj_mol": 94.59
}